Here is a cluster of 3 separate species, C38H32O7P in total in a non-equilibrium geometry from OMol25. Energies are from ωB97M-V/def2-TZVPD.

LUMO energy: -0.12 eV
Gap between HOMO and LUMO: 0.1463 hartree
HOMO energy: -4.10 eV
Total energy: -63542.529 eV
Total charge: -1

Each line ends with the Mulliken charge.
Element x y z (Å)
O1 -0.23 -0.78 5.31  -0.45
C1 -1.26 0.28 5.41  -0.24
C2 -1.81 0.22 6.92  -0.59
C3 -3.02 1.22 7.23  -0.10
O2 -4.20 1.16 6.37  -0.42
P1 -4.56 2.78 5.81  -0.22
O3 -3.59 3.64 7.00  -0.48
C4 -2.71 2.73 7.72  0.32
C5 -1.21 3.27 7.57  0.44
C6 -0.31 3.30 8.83  -0.45
C7 1.15 3.80 8.73  -0.43
C8 1.71 4.23 7.36  -0.33
C9 0.83 4.21 6.09  -0.49
C10 -0.65 3.74 6.22  -0.35
H1 0.51 -0.42 5.87  0.28
H2 -2.10 0.12 4.64  0.23
H3 -0.74 1.25 5.14  0.06
H4 -0.96 0.30 7.70  0.32
H5 -2.23 -0.85 7.06  0.28
H6 -3.46 0.75 8.20  0.13
H7 -5.33 2.18 4.73  0.01
H8 -3.38 2.59 4.98  -0.16
H9 -4.80 4.11 5.24  0.01
H10 -5.78 2.94 6.56  -0.01
H11 -2.91 2.70 8.86  0.21
H12 -0.75 2.98 9.83  0.22
H13 1.83 3.85 9.65  0.30
H14 2.80 4.56 7.25  0.27
H15 1.22 4.52 5.06  0.31
H16 -1.34 3.70 5.30  0.37
C11 -2.10 -2.05 -3.08  -0.55
C12 -1.35 -0.92 -3.37  -0.26
C13 -0.32 -0.53 -2.53  -0.56
C14 -0.04 -1.27 -1.38  0.28
C15 -0.81 -2.40 -1.08  0.20
C16 -1.83 -2.79 -1.94  -0.56
C17 -0.55 -3.16 0.16  0.56
O4 -1.22 -4.15 0.43  -0.68
C18 0.52 -2.71 1.08  0.18
C19 0.73 -3.39 2.28  -0.57
C20 1.74 -2.98 3.14  -0.45
C21 2.55 -1.90 2.80  -0.48
C22 2.34 -1.22 1.61  -0.57
C23 1.32 -1.62 0.75  0.25
C24 1.08 -0.86 -0.50  0.49
O5 1.78 0.09 -0.79  -0.69
H17 -2.90 -2.36 -3.75  0.38
H18 -1.57 -0.33 -4.26  0.33
H19 0.27 0.36 -2.76  0.48
H20 -2.42 -3.67 -1.71  0.46
H21 0.11 -4.24 2.55  0.46
H22 1.90 -3.51 4.08  0.39
H23 3.35 -1.59 3.47  0.42
H24 2.97 -0.37 1.36  0.46
C25 -1.45 0.23 -9.94  -0.53
C26 -0.55 0.34 -11.00  -0.45
C27 0.78 -0.02 -10.83  -0.59
C28 1.23 -0.48 -9.60  0.24
C29 0.34 -0.57 -8.52  0.27
C30 -1.00 -0.23 -8.70  -0.48
C31 0.81 -1.01 -7.19  0.40
O6 0.04 -1.09 -6.25  -0.62
C32 2.24 -1.34 -7.01  0.13
C33 2.71 -1.70 -5.75  -0.57
C34 4.05 -2.02 -5.57  -0.59
C35 4.93 -2.00 -6.66  -0.42
C36 4.46 -1.64 -7.92  -0.65
C37 3.12 -1.30 -8.09  0.41
C38 2.64 -0.88 -9.43  0.54
O7 3.41 -0.85 -10.38  -0.69
H25 -2.49 0.50 -10.07  0.40
H26 -0.90 0.70 -11.97  0.39
H27 1.47 0.06 -11.67  0.45
H28 -1.70 -0.30 -7.88  0.47
H29 2.04 -1.72 -4.90  0.63
H30 4.42 -2.30 -4.59  0.42
H31 5.97 -2.26 -6.52  0.39
H32 5.15 -1.62 -8.76  0.46